# 1
Formula: C22H35N5
Source: the Open Molecules 2025 dataset
Level of theory: ωB97M-V/def2-TZVPD

E_LUMO ... 0.617 eV
HOMO-LUMO gap ... 7.830 eV

Atoms and positions in Å:
C -24.5625 -2.4078 -4.4630
C -23.9442 -3.1989 -3.5831
C -23.0449 -2.4637 -2.8270
N -22.9691 -1.2183 -3.3218
C -23.9580 -1.1284 -4.2351
H -25.4738 -2.6489 -4.9900
H -24.3662 -4.1670 -3.3569
H -22.5860 -2.9139 -1.9592
H -22.3000 -0.5256 -3.0176
H -24.2322 -0.2167 -4.7450
C -25.8411 2.0667 -6.8184
C -25.4144 0.8112 -6.8686
C -25.6749 0.1313 -5.7232
N -26.2945 1.0198 -4.8543
C -26.3425 2.2555 -5.5247
H -25.7773 2.8929 -7.5110
H -24.8824 0.4236 -7.7248
H -25.5517 -0.8662 -5.3279
H -26.4366 0.8609 -3.8670
H -26.4711 3.2114 -5.0387
C -21.6449 -4.1994 -0.7322
C -21.7627 -3.7150 0.5596
C -23.1327 -3.5638 0.8092
N -23.8090 -4.0798 -0.3126
C -22.8997 -4.3154 -1.2933
H -20.6840 -4.2597 -1.2214
H -20.9545 -3.4069 1.2064
H -23.6875 -3.3685 1.7149
H -24.8036 -4.2141 -0.4255
H -23.1558 -4.7211 -2.2609
C -21.8633 1.0763 -3.5209
C -21.8122 1.1389 -2.1039
C -23.0563 1.4220 -1.6183
N -23.7951 1.8029 -2.7201
C -23.1109 1.5580 -3.8682
H -21.0006 0.7499 -4.0826
H -20.9474 0.8333 -1.5336
H -23.5092 1.4662 -0.6389
H -24.7023 2.2335 -2.6116
H -23.5045 1.8047 -4.8431
C -26.4168 -4.6088 -3.8994
C -25.9363 -5.9790 -3.3247
N -24.5078 -5.8649 -3.0187
C -24.1665 -6.7955 -1.8480
C -24.9535 -6.4348 -0.6224
C -23.4203 -5.9345 -3.9945
C -23.2936 -7.1581 -4.8887
H -26.3367 -3.9438 -3.0395
H -27.4830 -4.7024 -4.1060
H -25.9621 -4.1966 -4.8002
H -26.5336 -6.1120 -2.4227
H -26.1331 -6.9136 -3.8500
H -24.4064 -7.7936 -2.2146
H -23.1196 -6.7874 -1.5444
H -24.8493 -5.3893 -0.3326
H -25.9756 -6.8111 -0.5784
H -24.6469 -6.9563 0.2843
H -22.4415 -5.5834 -3.6676
H -23.6919 -5.1182 -4.6639
H -23.0495 -8.0468 -4.3066
H -22.5266 -6.9767 -5.6415
H -24.2351 -7.4539 -5.3515

---

# 2
Formula: CH3FO2
Source: the Open Molecules 2025 dataset
Level of theory: ωB97M-V/def2-TZVPD

Energy above the lowest of the compared OMol25 structures with the same formula, charge and spin ... 6.985 eV
E_LUMO (alpha / beta) ... -0.807 / 0.734 eV
HOMO-LUMO gap (alpha / beta) ... 7.033 / 11.620 eV

Atoms and positions in Å:
C -1.0694 -0.8003 -0.0867
O 0.8059 1.6601 0.0666
O -0.3374 1.5340 0.7189
F -2.0710 -0.7881 0.6897
H -0.9176 -0.0150 -0.7207
H -0.4616 -1.7111 -0.0645
H 1.6367 1.7659 0.5334

---

# 3
Formula: C23H43NO15
Source: the Open Molecules 2025 dataset
Level of theory: ωB97M-V/def2-TZVPD

E_LUMO ... 0.053 eV
HOMO-LUMO gap ... 9.816 eV

Atoms and positions in Å:
C 0.5648 4.5270 15.1199
O 0.2746 5.1681 16.3592
C -0.6699 6.2316 16.1107
C -0.8360 7.2278 17.2709
O 0.3310 7.9457 17.5695
C 0.0731 9.1030 18.3110
C 1.3276 9.8326 18.7388
O 2.1009 10.1668 17.6339
C 3.2829 10.8817 17.9398
H -0.3349 4.0695 14.7085
H 1.3212 3.7569 15.2714
H 1.0049 5.1791 14.3655
H -1.5960 5.7201 15.8486
H -0.3137 6.6920 15.1891
H -1.3615 6.9350 18.1799
H -1.4980 7.9568 16.8036
H -0.3866 8.8090 19.2545
H -0.5378 9.8799 17.8512
H 1.8786 9.1146 19.3462
H 1.0832 10.6875 19.3692
H 3.2889 11.5424 18.8067
H 3.4215 11.5120 17.0613
H 4.1198 10.1904 18.0392
C 6.1813 2.2022 17.0966
O 6.8808 3.3448 17.5365
C 6.1655 4.6381 17.4484
C 5.1845 4.8443 18.5685
O 4.0948 3.9260 18.7559
C 3.1307 3.9722 17.6735
C 2.1120 2.8026 17.9884
O 2.6739 1.4653 17.8786
C 1.5913 0.5182 17.7417
H 6.8062 1.3488 16.8334
H 5.7056 2.3433 16.1262
H 5.4288 1.8564 17.8053
H 5.7599 4.9317 16.4803
H 6.9697 5.3702 17.5219
H 4.7971 5.8602 18.4906
H 5.7930 4.7012 19.4614
H 3.5868 3.8111 16.6967
H 2.6149 4.9314 17.6303
H 1.2947 2.9236 17.2774
H 1.6936 2.9711 18.9807
H 1.1349 0.3676 18.7201
H 2.0347 -0.4075 17.3748
H 0.7840 0.7689 17.0535
O 3.5842 3.6101 27.1150
C 4.0495 4.0217 26.0766
O 4.5086 5.2809 25.7728
C 4.9107 5.3283 24.4049
C 4.7681 3.8655 23.9800
O 4.3013 3.2450 25.1194
H 4.2211 5.9747 23.8620
H 5.9479 5.5804 24.1838
H 5.7686 3.4916 23.7623
H 4.1203 3.7108 23.1172
O 0.3302 1.9994 21.2798
C -0.5522 2.7346 20.9607
O -1.3607 3.4842 21.7656
C -2.0245 4.4507 21.0047
C -1.9270 3.9313 19.5908
O -0.9115 2.9079 19.7237
H -3.0739 4.5562 21.2798
H -1.5057 5.4021 21.1220
H -1.4772 4.6651 18.9220
H -2.8471 3.4442 19.2680
O 7.1230 10.9817 21.7650
C 6.6796 9.9019 21.5623
O 6.9503 8.9053 22.3488
C 6.5184 7.6706 21.8272
C 6.1172 8.0959 20.4161
O 6.1865 9.4652 20.4037
H 7.3048 6.9221 21.9240
H 5.6735 7.4328 22.4735
H 5.1246 7.7388 20.1417
H 6.8628 7.6888 19.7332
C 1.3728 5.7837 20.0123
C 2.2946 6.4625 20.9549
N 2.9780 6.9903 21.7062
H 0.3836 6.0665 20.3724
H 1.6323 4.7282 20.0942
H 1.5936 6.1371 19.0051

---

# 4
Formula: C24H32N4O4
Source: the Open Molecules 2025 dataset
Level of theory: ωB97M-V/def2-TZVPD

Energy above the lowest of the compared OMol25 structures with the same formula, charge and spin ... 0.941 eV
E_LUMO ... 0.663 eV
HOMO-LUMO gap ... 9.593 eV

Atoms and positions in Å:
C -4.3589 -2.3798 0.3451
C -4.9486 -1.1878 -0.4044
C -4.8225 -1.3926 -1.9125
C -4.3392 0.1503 0.0423
C -2.8375 0.3066 -0.2048
N -2.0474 -0.4363 0.7457
C -0.6966 -0.3676 0.7121
O -0.0704 0.1245 -0.2110
C -0.0786 -0.9693 1.9059
N -0.8597 -1.3551 2.9616
C -0.0436 -1.7375 3.8992
N 1.2462 -1.6244 3.5122
C 1.2545 -1.1497 2.2298
C 2.5665 -0.7929 1.6300
O 3.3535 -0.1600 2.3242
N 2.8579 -1.2170 0.3927
C 2.1091 -2.1716 -0.3894
C 1.8247 -1.6295 -1.7895
C 3.1149 -1.2003 -2.4865
C 2.8163 -0.6034 -3.8577
C 3.8271 -0.1888 -1.5890
C 4.1026 -0.8023 -0.2205
C -2.4702 1.7957 -0.1539
O -2.6135 2.5499 -1.0786
O -2.0206 2.1302 1.0499
C -1.3982 3.4151 1.1960
C 0.0780 3.2614 0.9417
C 0.9291 2.8799 1.9701
C 2.2736 2.6705 1.7232
C 2.7722 2.8278 0.4416
C 1.9254 3.1929 -0.5906
C 0.5816 3.4083 -0.3435
H -4.8862 -3.2896 0.0661
H -4.4549 -2.2492 1.4206
H -3.3076 -2.5066 0.1024
H -6.0167 -1.1294 -0.1618
H -5.1779 -0.5177 -2.4514
H -5.4135 -2.2510 -2.2236
H -3.7896 -1.5777 -2.1959
H -4.5275 0.2962 1.1091
H -4.8462 0.9527 -0.4987
H -2.5782 -0.0248 -1.2169
H -2.4553 -0.6927 1.6337
H -0.3442 -2.1042 4.8602
H 2.0789 -1.7908 4.0557
H 1.1751 -2.4085 0.1195
H 2.7097 -3.0907 -0.4666
H 1.3146 -2.4002 -2.3700
H 1.1632 -0.7687 -1.6939
H 3.7629 -2.0769 -2.6154
H 2.3205 -1.3335 -4.4932
H 3.7351 -0.2883 -4.3474
H 2.1644 0.2607 -3.7550
H 4.7692 0.1284 -2.0393
H 3.1868 0.6852 -1.4609
H 4.5762 -0.0836 0.4500
H 4.7591 -1.6762 -0.3257
H -1.8548 4.1135 0.4877
H -1.6019 3.7237 2.2236
H 0.5332 2.7431 2.9668
H 2.9297 2.3622 2.5224
H 3.8220 2.6596 0.2501
H 2.3103 3.3088 -1.5938
H -0.0840 3.6791 -1.1497

---

Number 1: E_tot -30823.2689 eV. Number 2: E_tot -7891.2718 eV. Number 3: E_tot -56745.2005 eV. Number 4: E_tot -39560.3714 eV.